Record 1
DFT (wB97M-V/def2-TZVPD) results for a 2-piece molecular cluster, Cl2HNOS overall.

## Properties
Relative energy (zero: lowest compared OMol25 entry of this formula, charge and spin), kJ/mol: 7.2
HOMO, eV: -11.08
Energy, eV: -39431.9642
Kohn-Sham gap, eV: 10.26
Charge: 0

```
6
Properties=species:S:1:pos:R:3:forces:R:3
N 1.7240 -1.2172 -0.5330 -0.8245 -2.7158 -0.5713
O 1.2120 0.5338 1.2619 0.0046 -0.1908 -0.5287
S 1.7919 0.1679 -0.0173 0.1714 2.0937 1.3657
Cl 0.8060 -2.4786 0.2338 0.6232 0.8204 -0.2799
Cl -3.0308 1.1956 -0.9629 -0.1553 -0.2081 -0.3393
H -2.5031 1.7985 0.0175 0.1805 0.2006 0.3534
```
Positions in Å, forces in eV/Å.

Record 2
DFT (wB97M-V/def2-TZVPD) results for a 2-piece molecular cluster, Cl3H4NSi2 overall.

## Properties
HOMO (alpha / beta), eV: -5.88 / -10.49
Energy, eV: -54876.8925
Spin multiplicity: 3
Kohn-Sham gap (alpha / beta), eV: 6.32 / 6.17
Charge: 0

```
10
Properties=species:S:1:pos:R:3:forces:R:3
N 0.0654 0.2627 -0.7032 2.7158 -0.2036 1.4464
Si 1.6514 0.1004 0.2280 -0.9052 0.1026 -0.3232
Si -1.4997 0.3263 -0.0224 0.1660 -2.4628 -1.1867
Cl -1.9456 -2.5387 0.3433 -0.1358 -1.0342 0.1354
Cl -1.8510 0.9770 1.8197 0.2104 1.4776 1.3949
Cl -2.7577 0.8175 -1.5123 -0.8123 1.0377 -0.8821
H 0.2104 -0.3123 -1.5216 -0.7585 0.0846 -0.3460
H 1.8927 -0.9806 1.3866 -0.4844 0.9415 -1.4546
H 2.6923 -0.0711 -0.9076 -0.7017 0.1515 1.0571
H 1.5417 1.4186 0.8895 0.7057 -0.0950 0.1585
```
Positions in Å, forces in eV/Å.